(1)
{
  "formula": "C34H34Br2GeMoN2OPS4SbSe",
  "method": "the ωB97M-V functional and the def2-TZVPD basis",
  "elements": ["Mo", "S", "Sb", "S", "S", "S", "Br", "C", "C", "C", "N", "C", "C", "C", "C", "C", "Br", "C", "C", "N", "H", "H", "H", "H", "H", "H", "O", "C", "C", "C", "C", "C", "C", "C", "P", "C", "C", "C", "C", "C", "C", "C", "C", "C", "C", "C", "C", "H", "H", "H", "H", "H", "H", "H", "H", "H", "H", "H", "H", "H", "H", "C", "Ge", "C", "C", "C", "Se", "C", "H", "H", "H", "H", "H", "H", "H", "H", "H", "H", "H", "H", "H", "H"],
  "positions_angstrom": [[0.637, -0.603, 0.802], [2.691, -2.019, -3.348], [0.834, -3.207, -2.754], [0.389, -2.741, -0.013], [0.441, 0.306, -1.616], [-1.040, -2.169, -3.577], [6.950, -3.129, 1.000], [5.269, -2.294, 0.923], [4.791, -1.784, -0.266], [3.535, -1.190, -0.265], [2.792, -1.115, 0.832], [3.263, -1.604, 1.993], [4.502, -2.210, 2.083], [2.347, -1.445, 3.156], [2.766, -1.671, 4.458], [1.867, -1.454, 5.490], [2.395, -1.754, 7.264], [0.586, -1.003, 5.204], [0.254, -0.803, 3.880], [1.094, -1.028, 2.872], [5.328, -1.868, -1.197], [3.094, -0.838, -1.191], [4.870, -2.625, 3.005], [3.772, -1.990, 4.668], [-0.138, -0.812, 5.980], [-0.738, -0.458, 3.600], [1.395, 1.369, 1.271], [0.161, 1.301, 1.166], [-0.765, 2.427, 1.026], [-1.452, 2.958, 2.106], [-2.363, 3.983, 1.901], [-2.588, 4.467, 0.620], [-1.906, 3.926, -0.459], [-0.991, 2.893, -0.273], [-0.010, 2.237, -1.661], [1.445, 3.310, -1.724], [2.713, 2.745, -1.723], [3.831, 3.564, -1.779], [3.683, 4.938, -1.837], [2.412, 5.507, -1.842], [1.297, 4.694, -1.784], [-0.939, 2.545, -3.169], [-2.301, 2.261, -3.230], [-2.971, 2.342, -4.437], [-2.281, 2.689, -5.590], [-0.922, 2.953, -5.537], [-0.248, 2.880, -4.329], [-1.279, 2.569, 3.099], [-2.903, 4.399, 2.739], [-3.302, 5.263, 0.459], [-2.097, 4.306, -1.454], [2.813, 1.666, -1.697], [4.818, 3.124, -1.784], [4.556, 5.574, -1.882], [2.297, 6.580, -1.893], [0.311, 5.141, -1.792], [-2.839, 1.962, -2.339], [-4.027, 2.116, -4.483], [-2.802, 2.738, -6.534], [-0.380, 3.203, -6.438], [0.817, 3.069, -4.296], [-2.778, -4.385, -0.835], [-2.509, -4.233, 1.086], [-4.136, -4.939, 1.935], [-1.034, -5.326, 1.746], [-2.392, -2.425, 1.929], [-1.981, -0.755, 1.025], [-2.814, -1.017, -0.704], [-2.642, -5.433, -1.102], [-2.094, -3.797, -1.435], [-3.801, -4.110, -1.089], [-4.321, -5.961, 1.612], [-4.999, -4.337, 1.654], [-4.057, -4.937, 3.020], [-1.170, -6.351, 1.405], [-1.041, -5.332, 2.837], [-0.071, -4.967, 1.395], [-1.632, -2.508, 2.713], [-3.348, -2.247, 2.433], [-3.753, -1.546, -0.545], [-2.145, -1.558, -1.376], [-3.012, -0.025, -1.110]],
  "forces_ev_per_angstrom": [[0.1, -1.3, -1.3], [0.1, 0.1, 0.0], [-0.2, -0.2, -0.6], [-0.1, 1.3, 1.2], [0.1, -0.1, 0.2], [0.2, 0.0, 0.0], [0.0, 0.0, 0.0], [-0.1, 0.1, 0.0], [0.0, 0.0, 0.1], [0.1, -0.1, 0.0], [0.0, 0.1, 0.1], [-0.2, 0.1, 0.1], [-0.1, 0.1, -0.2], [0.2, 0.0, -0.2], [-0.3, 0.1, 0.0], [-0.1, 0.0, -0.2], [0.0, 0.0, 0.1], [0.1, 0.0, 0.0], [-0.3, 0.0, 0.1], [0.4, 0.0, 0.1], [0.1, 0.0, -0.1], [0.0, 0.0, 0.0], [0.0, 0.0, 0.1], [0.1, 0.0, 0.0], [0.0, 0.0, 0.1], [0.1, 0.0, 0.1], [0.3, 0.0, 0.1], [-0.4, 0.0, 0.2], [0.1, 0.0, -0.1], [-0.1, 0.1, 0.0], [0.0, 0.0, -0.1], [0.0, 0.0, 0.0], [0.0, 0.0, 0.0], [-0.1, 0.1, 0.0], [-0.1, 0.0, 0.0], [0.0, -0.1, 0.0], [-0.1, -0.1, 0.0], [0.1, 0.0, 0.0], [-0.1, 0.0, 0.0], [0.1, 0.0, 0.0], [-0.1, 0.0, 0.0], [0.0, 0.0, 0.0], [0.0, -0.1, 0.1], [0.0, 0.0, 0.0], [0.1, 0.0, 0.0], [0.0, 0.0, 0.0], [0.0, 0.0, 0.0], [0.0, 0.0, 0.0], [0.0, 0.0, 0.0], [0.0, 0.0, 0.0], [0.0, 0.0, 0.0], [0.0, 0.0, 0.0], [0.0, 0.0, 0.0], [0.1, 0.0, 0.0], [0.0, 0.0, 0.0], [0.0, 0.0, 0.0], [0.0, 0.0, 0.0], [0.0, 0.0, 0.0], [0.0, 0.0, -0.1], [0.0, 0.0, 0.0], [0.0, 0.0, 0.0], [-0.1, 0.0, 0.1], [0.0, 0.0, -0.1], [0.0, 0.1, 0.0], [0.0, 0.0, 0.0], [-0.1, 0.0, 0.1], [-0.1, 0.2, 0.0], [0.1, 0.0, 0.0], [0.0, -0.1, 0.0], [0.1, 0.1, -0.1], [-0.1, 0.0, -0.1], [0.0, -0.1, 0.0], [-0.1, 0.0, 0.0], [0.0, 0.0, 0.1], [0.0, -0.1, 0.0], [0.0, 0.0, 0.1], [0.0, 0.0, 0.0], [0.0, 0.0, -0.1], [0.1, 0.0, -0.1], [0.0, 0.0, 0.0], [-0.1, 0.0, 0.0], [0.0, -0.1, 0.1]],
  "e_homo_ev": [-5.90, -5.90],
  "gap_ev": [4.378, 4.374]
}



(2)
{
  "formula": "C34H34BrMoN5O8",
  "method": "the ωB97M-V functional and the def2-TZVPD basis",
  "elements": ["Mo", "C", "N", "C", "C", "C", "N", "C", "C", "C", "C", "C", "C", "C", "O", "C", "C", "C", "N", "C", "C", "C", "C", "C", "C", "C", "O", "H", "H", "H", "H", "H", "H", "H", "H", "H", "H", "H", "H", "H", "H", "H", "H", "H", "H", "H", "H", "H", "H", "H", "H", "H", "C", "C", "N", "C", "C", "N", "C", "O", "O", "C", "O", "O", "H", "H", "H", "H", "H", "Br", "C", "C", "C", "C", "C", "C", "C", "O", "O", "H", "H", "H", "H"],
  "positions_angstrom": [[-0.469, -0.516, 0.301], [4.190, 3.146, 0.380], [3.699, 1.805, 0.591], [4.439, 0.889, -0.330], [3.953, -0.568, -0.371], [2.463, -0.555, -0.836], [1.551, -1.328, -0.034], [1.821, -2.521, 0.245], [0.960, -3.405, 0.963], [1.675, -4.540, 1.498], [0.945, -5.509, 2.139], [-0.443, -5.289, 2.479], [-1.123, -4.224, 1.963], [-0.400, -3.284, 1.114], [-1.127, -2.354, 0.527], [3.948, 1.442, 1.963], [2.863, 0.491, 2.490], [1.527, 1.163, 2.793], [0.665, 1.401, 1.581], [0.351, 2.613, 1.417], [-0.271, 3.222, 0.230], [-0.682, 4.575, 0.207], [-1.166, 5.172, -0.901], [-1.131, 4.427, -2.121], [-0.675, 3.130, -2.054], [-0.375, 2.401, -0.934], [-0.150, 1.126, -0.929], [5.253, 3.220, 0.718], [3.631, 3.941, 0.805], [4.296, 3.230, -0.726], [5.504, 0.828, -0.108], [4.289, 1.217, -1.352], [4.039, -1.045, 0.653], [4.554, -1.183, -0.981], [2.325, -0.868, -1.848], [2.081, 0.464, -0.820], [2.771, -2.910, -0.034], [2.707, -4.696, 1.297], [1.493, -6.340, 2.619], [-0.993, -6.077, 3.180], [-2.143, -3.989, 2.201], [3.769, 2.316, 2.538], [4.966, 1.011, 2.141], [3.224, 0.033, 3.378], [2.675, -0.338, 1.773], [1.717, 2.083, 3.360], [1.055, 0.498, 3.500], [0.843, 3.390, 2.023], [-0.562, 5.133, 1.170], [-1.594, 6.143, -0.822], [-1.315, 4.828, -3.108], [-0.736, 2.478, -2.978], [-3.777, 1.462, -1.116], [-3.516, 1.075, 0.337], [-2.397, 0.508, 0.813], [-2.609, 0.385, 2.128], [-3.825, 0.825, 2.484], [-4.438, 1.209, 1.286], [-4.574, 1.081, 3.740], [-3.921, 1.014, 4.857], [-5.728, 1.415, 3.702], [-1.526, -0.132, 3.041], [-1.508, 0.133, 4.212], [-0.621, -0.792, 2.408], [-2.861, 1.422, -1.748], [-4.131, 2.437, -1.070], [-4.589, 0.798, -1.517], [-5.358, 1.566, 1.179], [-3.007, 0.696, 4.652], [-4.338, -2.984, -6.420], [-2.687, -2.582, -5.682], [-1.494, -2.787, -6.255], [-0.322, -2.626, -5.504], [-0.326, -2.309, -4.171], [-1.576, -2.053, -3.585], [-2.712, -2.230, -4.316], [-1.765, -1.493, -2.173], [-2.815, -1.212, -1.707], [-0.597, -1.261, -1.624], [-1.537, -2.982, -7.336], [0.656, -2.684, -5.938], [0.615, -2.236, -3.771], [-3.602, -1.937, -3.858]],
  "forces_ev_per_angstrom": [[1.0, 1.8, -0.2], [2.2, -0.9, -2.2], [0.8, -0.8, -0.7], [-0.6, -0.6, 0.1], [-1.8, 0.4, 2.2], [0.6, 0.8, 0.4], [-1.6, 1.3, 0.1], [-0.7, -0.5, 0.5], [2.2, -1.5, 0.3], [-2.8, -0.2, -0.3], [0.1, -0.1, 1.6], [-0.1, -2.0, 0.9], [1.4, 0.8, -0.7], [-1.9, -0.7, 1.0], [0.0, -0.1, 0.2], [-1.0, -1.6, 0.2], [-0.2, -0.3, -1.6], [0.3, -0.4, -0.3], [0.1, -1.3, 1.4], [0.6, 2.1, -1.4], [-0.3, -1.3, 0.2], [1.0, -0.9, 2.4], [-0.4, -0.4, -2.0], [0.8, 0.2, 1.5], [-1.1, -1.5, -3.7], [0.2, 1.4, 2.7], [0.1, -0.9, -0.4], [-0.4, 0.2, 0.1], [-0.8, 0.5, 0.4], [-0.4, 0.7, 0.7], [0.4, 0.5, 0.1], [0.2, 0.6, -0.2], [-0.2, 0.5, -1.1], [0.9, -0.4, -1.0], [0.2, -0.4, -0.9], [0.3, 0.1, 0.1], [0.9, -0.4, -0.2], [0.7, 0.1, -0.1], [-0.6, 0.3, -0.5], [1.3, 1.9, -1.7], [-0.3, -0.1, -0.1], [0.6, 1.0, 0.7], [-0.4, 0.5, -0.1], [0.2, -0.4, 1.0], [0.1, 0.6, 0.6], [-0.2, 0.2, -0.4], [-0.7, -0.1, -0.1], [-0.4, -0.3, 0.5], [-0.3, -0.4, -0.9], [0.0, 0.7, -0.2], [-0.4, 0.2, 0.2], [0.3, 1.0, 0.8], [0.5, -2.3, 0.5], [0.6, -0.7, -2.7], [-0.5, 0.2, -1.0], [0.8, -0.4, 2.4], [-1.9, 0.6, -0.2], [2.0, -0.3, 0.8], [-0.5, 0.3, -0.5], [0.8, -0.4, 0.7], [-0.6, 0.1, -0.5], [0.0, 0.0, -2.5], [-0.3, 0.1, 1.9], [0.4, 0.1, -0.5], [-0.8, -0.2, 0.7], [-0.7, 2.0, -0.3], [0.9, 0.5, 0.2], [-0.7, 0.3, 0.1], [0.5, 0.0, 0.5], [-0.6, 0.0, -0.8], [-0.6, 0.0, 3.0], [1.0, 0.0, -2.0], [-0.1, 0.0, -0.4], [-2.5, -0.1, -1.3], [0.4, 0.0, 0.9], [0.5, 0.2, -1.3], [3.3, -0.4, -1.7], [-2.5, 0.3, 1.0], [-0.2, 0.2, 0.6], [0.7, -0.2, 0.5], [0.2, -0.3, -0.6], [1.8, 0.4, 1.7], [-1.5, 0.1, 0.7]],
  "e_homo_ev": [-8.09, -8.47],
  "s_squared": 2.012,
  "multiplicity": 3,
  "gap_ev": [7.590, 7.741]
}